Below is a molecular structure, C27H41HgNP2, with properties calculated with wB97M-V/def2-TZVPD.

Computed properties:
F_max, hartree/bohr: 0.0764
LUMO, eV: -1.45
Relative energy (zero: lowest compared OMol25 entry of this formula, charge and spin), eV: 1.9198
Spin multiplicity: 1
Kohn-Sham gap, eV: 3.182

Geometry (Å):
1 H 2.03 -0.21 6.46
2 C 2.84 -0.34 4.46
3 C -1.57 1.57 -6.93
4 C 2.67 -0.87 3.19
5 C 0.91 -4.64 2.29
6 H 0.59 3.95 -4.36
7 P -0.81 3.12 -1.59
8 H 2.42 1.78 -6.12
9 C -0.56 1.79 -3.15
10 C -0.92 -2.64 -2.80
11 H 1.15 0.02 -5.39
12 H -2.46 0.96 -7.22
13 Hg 0.64 0.74 -1.32
14 C 1.59 -1.76 2.89
15 C 0.82 3.27 -6.44
16 C 1.19 -5.31 -0.43
17 H -1.96 -2.34 -2.62
18 C 0.99 -6.31 0.54
19 H 1.73 -1.61 -4.64
20 C 0.07 0.96 0.73
21 H 0.39 2.05 -3.64
22 C -2.58 3.49 -1.83
23 H -1.31 -0.26 -5.85
24 C 1.40 1.83 -6.53
25 H 0.24 3.49 -7.34
26 H -0.66 -3.35 -2.01
27 H 1.01 1.00 1.29
28 H -0.24 -2.60 3.68
29 H -1.04 1.82 -7.84
30 N 1.52 -2.32 1.65
31 H 0.30 4.92 -0.55
32 C 0.62 -1.99 3.91
33 H -0.65 -0.04 -4.21
34 C 0.56 0.79 -5.87
35 C -1.33 3.48 -5.20
36 H 0.96 -7.36 0.24
37 H -3.14 2.58 -2.14
38 H -0.88 -3.16 -3.77
39 C 0.03 3.55 -5.21
40 H 2.36 -0.42 -3.52
41 H 1.38 4.27 -1.82
42 C 0.34 4.58 -1.60
43 P 0.18 -1.25 -2.76
44 H -1.36 2.16 -3.75
45 C 1.27 -3.98 -0.03
46 H 0.02 5.39 -2.27
47 H 2.40 -2.07 -3.09
48 C 0.78 -1.43 5.18
49 H 1.45 1.58 -7.61
50 H -0.55 1.83 0.94
51 H 0.80 -4.37 3.34
52 H -3.15 2.58 -5.82
53 C 1.21 -3.61 1.34
54 C -0.76 0.66 -6.09
55 H -2.93 3.77 -0.82
56 H 3.38 -0.66 2.38
57 H 1.70 3.93 -6.42
58 C 1.77 -1.34 -3.59
59 H 0.64 -6.74 2.63
60 C -0.89 0.29 -3.19
61 H -2.34 3.55 -7.08
62 H 1.43 -3.18 -0.76
63 H -1.96 0.15 -2.98
64 C 1.89 -0.62 5.46
65 H 0.03 -1.63 5.95
66 H -1.92 4.05 -4.48
67 H 3.70 0.29 4.67
68 C -2.17 2.83 -6.26
69 H -0.49 0.05 1.00
70 H -2.78 4.31 -2.54
71 C 0.83 -5.97 1.89
72 H 1.29 -5.57 -1.48

=====

Below is 3 unconnected molecules or ions with the total composition C3H12O2S, with properties calculated with wB97M-V/def2-TZVPD.

Computed properties:
Structure (SMILES): CCSC.O.O
F_max, hartree/bohr: 0.0364
LUMO, eV: 0.51
Relative energy (zero: lowest compared OMol25 entry of this formula, charge and spin), eV: 0.7139
Spin multiplicity: 1
Kohn-Sham gap, eV: 9.213

Geometry (Å):
1 H 1.29 -1.06 -1.93
2 H 0.05 -0.66 1.45
3 C -1.79 -0.52 0.51
4 S 0.31 1.32 0.31
5 H -1.36 -0.76 -0.46
6 C -0.69 0.13 1.35
7 H 2.00 0.25 -1.86
8 O 1.82 -0.50 -2.47
9 H -1.61 1.63 -1.26
10 H 1.61 -2.69 0.95
11 H -0.96 0.63 2.28
12 H 0.82 -3.99 1.27
13 C -1.05 2.15 -0.48
14 H -2.66 0.12 0.36
15 H -1.72 2.20 0.38
16 H -2.13 -1.47 0.94
17 O 0.86 -3.22 0.68
18 H -0.86 3.19 -0.68

=====

Below is a molecular structure, C13H22BrCl3CsMgN6O10, with properties calculated with wB97M-V/def2-TZVPD.

Computed properties:
F_max, hartree/bohr: 0.1847
Total charge: -1
LUMO, eV: -3.92
Spin multiplicity: 1
Kohn-Sham gap, eV: 1.769

Geometry (Å):
1 O -2.62 -2.87 1.93
2 O -5.34 3.94 1.15
3 C -1.29 0.23 -0.43
4 O -4.39 -1.76 5.19
5 H 2.91 2.94 1.75
6 C -2.91 -2.67 0.63
7 H -3.93 5.52 -0.11
8 H 0.94 -3.34 -0.76
9 Cl 7.50 -5.16 -2.27
10 N -6.41 3.66 -0.81
11 C 3.60 3.58 1.17
12 N -4.66 5.08 -0.66
13 C -2.90 0.56 -0.47
14 N -3.18 -1.49 5.11
15 H 2.24 0.66 -0.26
16 O -2.81 -0.49 4.47
17 H -7.03 2.99 -0.38
18 H -3.45 -0.04 1.67
19 H 3.63 -4.53 -0.74
20 H -6.52 3.87 -1.79
21 Cl 1.13 2.33 -1.86
22 H 5.59 3.19 0.32
23 O 7.27 -6.29 -3.15
24 O 6.46 -4.17 -2.47
25 C 1.61 -2.46 -0.33
26 H 4.45 1.85 0.10
27 Cl -7.83 1.69 -1.09
28 C -3.55 0.84 0.87
29 O 8.79 -4.57 -2.57
30 O 3.17 4.14 0.06
31 H -3.50 0.59 -1.48
32 H -1.20 -3.67 -0.50
33 H 4.43 -1.61 -2.31
34 H 5.16 2.15 1.68
35 Br -4.88 -2.46 0.19
36 N -0.10 1.17 -0.36
37 H -0.11 2.23 -0.33
38 C 1.12 0.27 -0.32
39 Mg -4.10 3.52 3.56
40 N 3.62 -1.29 -1.70
41 C 3.56 -3.90 -1.75
42 N 0.76 -1.21 -0.37
43 H 2.69 -4.38 -2.39
44 H -4.13 1.85 1.11
45 C 2.96 -2.41 -1.26
46 C -0.75 -1.33 -0.46
47 C -5.46 4.21 -0.03
48 O -2.34 -2.22 5.66
49 H -2.31 -2.63 -1.62
50 H 1.94 -2.68 0.78
51 C -1.76 -2.62 -0.57
52 C 4.77 2.64 0.79
53 O 7.48 -5.61 -0.89
54 H 4.58 -3.80 -2.31
55 H -4.74 5.32 -1.64
56 H 4.00 4.23 1.96
57 Cs -2.16 6.39 0.29

=====

Below is a molecular structure, C47H63AsN7O7RbS, with properties calculated with wB97M-V/def2-TZVPD.

Computed properties:
F_max, hartree/bohr: 0.0255
Total charge: -2
LUMO, eV: 3.38
Relative energy (zero: lowest compared OMol25 entry of this formula, charge and spin), eV: 1.5934
Spin multiplicity: 1
Kohn-Sham gap, eV: 4.373

Geometry (Å):
1 C 4.33 0.36 3.68
2 H 0.30 -3.81 3.83
3 C 0.03 -2.38 -3.08
4 H -2.97 -1.14 -0.54
5 O 6.48 3.36 0.94
6 H -5.36 4.31 1.10
7 C -7.14 0.95 0.54
8 O 2.64 -2.58 3.07
9 H -7.53 -0.91 -0.42
10 H -3.34 -1.66 2.47
11 C 0.68 -2.98 4.43
12 H -0.38 3.98 0.09
13 C 6.10 -0.03 -0.24
14 As 1.57 -2.38 -1.85
15 Rb 0.01 -0.22 0.85
16 H 3.12 -2.09 0.00
17 C -2.68 1.53 -4.21
18 H -4.88 -1.90 4.43
19 H -8.91 2.22 3.14
20 H -6.58 -0.50 -2.79
21 C 1.05 2.84 -2.59
22 N -1.45 -2.53 0.86
23 C -0.59 -2.87 0.14
24 C 2.83 -5.18 -2.35
25 H 5.11 0.35 -2.12
26 C 7.31 2.65 -2.01
27 C 0.04 -3.42 -4.19
28 N 6.58 1.33 -0.04
29 C -0.80 1.21 -2.73
30 H 2.45 1.00 4.51
31 H 3.70 -1.04 -4.93
32 C -3.52 -0.65 -1.34
33 C 3.21 1.17 3.76
34 H 0.88 -3.28 -4.87
35 C -2.81 0.22 -2.20
36 C 2.31 3.22 -2.16
37 N 2.98 2.19 2.94
38 H -5.35 0.94 -4.36
39 H -3.64 -0.68 4.76
40 C 1.77 -4.40 -1.60
41 C 6.08 2.20 0.88
42 H -0.26 1.96 3.34
43 C -8.62 1.52 2.37
44 H 6.67 2.11 -2.70
45 C -6.88 3.17 1.76
46 H -6.32 1.19 -0.12
47 C -8.90 -0.56 1.20
48 H 6.77 3.53 -1.65
49 N 1.07 -0.90 3.31
50 C 1.59 -2.14 3.52
51 C -4.48 2.50 1.30
52 H 3.95 -2.33 -2.75
53 C -0.39 -2.00 4.84
54 H 1.11 2.61 3.08
55 H 0.00 -1.37 -3.50
56 C 2.97 -0.97 -4.12
57 H 1.95 -4.47 -0.52
58 H 3.50 -2.09 1.47
59 H 0.28 3.71 1.43
60 H 0.09 -4.43 -3.80
61 C -4.85 0.50 -3.51
62 H -2.72 0.74 2.93
63 H -0.74 2.30 -4.60
64 H 3.83 -4.76 -2.21
65 H 6.15 0.04 2.60
66 H 6.72 -0.37 -2.31
67 H -4.96 -1.13 2.03
68 C 3.88 2.45 2.00
69 C 2.99 -2.24 -3.27
70 O 0.15 2.79 3.06
71 C -7.53 1.83 1.56
72 H -5.28 1.42 2.81
73 C 7.71 1.79 -0.82
74 H -3.13 1.93 -5.11
75 H 4.08 2.59 -1.13
76 C -9.29 0.32 2.20
77 H 0.79 -4.85 -1.75
78 C 0.60 1.54 -2.35
79 H -1.41 -2.33 4.64
80 H -0.34 -1.72 5.89
81 N -4.53 1.46 2.13
82 C -7.83 -0.23 0.37
83 H -5.37 -1.58 -0.90
84 C 1.37 0.55 -1.72
85 H 2.64 -5.21 -3.43
86 H 1.99 -0.82 -4.57
87 O 0.43 4.14 0.58
88 H 1.27 -3.39 5.25
89 C -4.85 -0.90 -1.55
90 C -3.47 0.76 -3.32
91 H 3.19 -0.08 -3.53
92 C -5.53 -0.30 -2.64
93 H 4.44 -0.49 4.33
94 S -3.21 2.85 0.30
95 C 5.26 0.65 2.70
96 H 5.36 -1.35 -1.73
97 H 2.91 -3.11 -3.92
98 N -5.59 3.35 1.32
99 O 3.87 -1.92 0.59
100 H 3.65 3.27 1.33
101 H 2.66 4.23 -2.30
102 H -5.29 -0.19 4.36
103 C -3.51 0.43 2.23
104 C 5.81 -0.36 -1.69
105 H 2.87 -6.22 -2.01
106 N -1.51 0.47 -1.91
107 H 6.86 -0.73 0.15
108 H -0.88 -3.35 -4.79
109 H 3.27 0.29 -0.76
110 H 8.25 0.89 -1.16
111 H -9.42 -1.49 1.06
112 H -10.13 0.07 2.84
113 H -3.05 0.33 1.25
114 H 8.20 2.99 -2.55
115 H -0.85 -2.49 -2.45
116 C 2.63 1.00 -1.28
117 C 3.10 2.29 -1.48
118 O -7.53 4.10 2.21
119 C -4.10 -0.90 2.67
120 H 5.19 -0.20 0.33
121 C -1.37 1.74 -3.93
122 C -0.07 -0.77 3.99
123 O -0.81 0.23 3.97
124 H 0.41 3.58 -3.06
125 C 5.04 1.72 1.84
126 C -4.50 -0.92 4.14
127 H 8.37 2.35 -0.16